(1)
C21H26N2O5S as an isolated structure in a non-equilibrium geometry, computed with ωB97M-V/def2-TZVPD.

Positions of all 55 atoms, in Å:
C  2.050  -1.698  -1.219
H  -5.346  2.955  2.651
H  -0.954  0.460  1.280
C  2.427  -1.662  0.089
C  -2.766  -1.003  1.302
H  -2.282  -2.317  2.930
C  1.287  1.388  -1.335
C  -0.061  1.962  -1.441
H  -0.669  1.851  -2.088
H  0.611  -3.001  -2.373
H  2.407  -2.255  2.004
C  -3.581  1.694  1.497
H  -3.125  2.750  1.646
C  0.976  -3.277  1.003
H  -4.087  -2.083  2.505
H  3.799  -0.513  1.412
H  -4.694  -0.618  0.705
H  2.542  -1.486  -1.932
O  -1.528  3.480  -0.041
H  -3.464  1.069  2.366
C  -3.492  -0.264  0.535
C  -1.376  -0.716  1.035
H  2.643  2.302  1.363
H  -3.745  -0.762  -0.692
C  0.566  -3.494  -0.246
O  4.773  1.373  0.317
H  -5.664  1.286  1.704
O  -0.501  -4.256  -0.694
C  0.481  2.740  0.805
H  -5.440  2.801  0.764
N  -3.413  1.026  0.224
H  -0.567  -5.930  0.963
H  -1.689  -4.405  0.948
H  0.410  3.357  1.834
H  1.598  0.730  -2.114
C  -0.385  2.609  -0.112
C  -1.131  -5.021  0.378
O  3.949  0.257  -1.889
O  -3.057  1.049  -1.885
C  -2.611  2.883  -0.762
H  -0.951  -0.662  -0.184
S  3.829  0.573  -0.438
H  -3.338  3.857  -0.425
C  -5.156  2.367  1.722
N  3.450  -0.913  0.077
C  0.919  -2.934  -1.412
C  2.142  1.659  -0.402
H  -2.310  3.260  -1.922
H  -0.568  -1.209  1.620
C  1.912  2.265  0.772
C  -3.016  -1.907  2.301
H  -1.922  -5.667  0.175
C  -3.029  1.570  -0.926
C  1.951  -2.510  1.104
H  0.581  -3.920  1.804

* E_LUMO: -0.15 eV
* HOMO energy: -0.305 hartree
* 2S+1: 1
* orbital gap: 8.15 eV
* electronic energy: -46229.5422 eV
* ΔE to the lowest compared entry with this formula, charge and spin: 576.8 kcal per mole

Results of the natural (NBO) charge analysis, in e, for atoms 1 through 8: -0.1346, 0.2258, 0.2263, 0.0592, -0.1070, 0.2052, -0.1682, -0.1711

***

(2)
A 2-piece molecular cluster, C2H6N2O3 overall in a non-equilibrium geometry, computed with ωB97M-V/def2-TZVPD.

Positions of all 13 atoms, in Å:
N  -1.576  1.072  -0.402
H  0.508  -1.231  -1.060
H  1.447  1.478  -1.322
N  1.911  0.308  0.001
C  1.322  -0.802  0.423
H  -0.418  0.216  0.980
C  -1.468  0.268  0.559
H  -2.246  -0.194  1.156
H  -2.551  1.219  -0.718
H  1.531  -1.071  1.419
O  2.305  1.175  0.768
O  1.642  0.556  -1.410
O  0.923  -1.735  -0.314

* E_LUMO: 0.74 eV
* HOMO energy: -0.302 hartree
* SMILES string: [O-]/[N+](O)=C/O.C=N
* 2S+1: 1
* orbital gap: 8.96 eV
* electronic energy: -11288.5604 eV
* ΔE to the lowest compared entry with this formula, charge and spin: 156.0 kcal per mole

Results of the natural (NBO) charge analysis, in e, for atoms 1 through 8: -0.6049, 0.5051, 0.4883, 0.2857, 0.2654, 0.1580, -0.0498, 0.1580

***

(3)
An isolated ion of composition C10H19O3Si and charge -1 in a non-equilibrium geometry, computed with ωB97M-V/def2-TZVPD.

Positions of all 33 atoms, in Å:
C  -2.693  0.061  -0.037
O  0.863  -1.098  0.422
C  3.332  1.728  -0.393
C  -1.090  -2.450  0.395
C  -1.177  0.048  0.195
H  -2.925  -0.920  -0.289
C  2.129  -0.394  -1.721
H  -4.331  0.185  1.233
H  -1.135  -2.949  1.364
H  2.609  -1.413  -1.861
C  -0.534  1.351  0.407
C  -3.121  0.715  -1.367
O  0.775  1.325  0.506
C  -0.423  -1.070  0.314
Si  2.081  0.273  0.128
H  2.669  0.162  -2.388
H  4.227  -0.737  1.053
H  -2.822  0.154  -2.192
C  3.309  -0.572  1.483
H  3.532  2.394  0.389
H  -4.095  0.936  -1.231
H  3.047  -1.506  1.707
O  -1.164  2.394  0.573
H  4.171  1.268  -0.773
H  -2.701  1.638  -1.347
H  2.759  2.380  -1.035
H  -3.282  1.541  1.162
H  3.452  0.037  2.355
H  -0.366  -3.208  -0.231
H  -2.854  0.254  2.175
C  -3.346  0.485  1.260
H  -2.087  -2.606  -0.060
H  1.192  -0.406  -2.199

* E_LUMO: 3.42 eV
* HOMO energy: -0.161 hartree
* 2S+1: 1
* charge: -1
* orbital gap: 7.79 eV
* electronic energy: -24699.9877 eV
* ΔE to the lowest compared entry with this formula, charge and spin: 23.5 kcal per mole

Results of the natural (NBO) charge analysis, in e, for atoms 1 through 8: -0.1912, -0.7865, -1.0962, -0.6715, -0.3335, 0.1793, -1.0858, 0.1803

***

(4)
A 2-piece molecular cluster, C3H9ClNPS overall in a non-equilibrium geometry, computed with ωB97M-V/def2-TZVPD.

Positions of all 16 atoms, in Å:
P  -0.660  0.842  -0.266
H  0.983  1.159  1.511
Cl  -0.598  1.194  -2.265
H  2.109  3.136  0.088
C  -1.499  -1.999  -0.092
C  1.051  1.222  0.420
N  -0.635  -1.012  -0.432
H  1.874  0.500  0.145
H  -1.724  -2.704  -0.963
H  0.593  3.283  1.076
H  0.236  -4.061  0.945
H  -2.199  -1.565  0.555
H  -0.097  -1.411  -1.162
H  0.570  3.048  -0.638
S  -1.081  -4.384  0.841
C  1.077  2.751  0.236

* E_LUMO (alpha / beta): -0.27 / -0.27 eV
* HOMO energy (alpha / beta): -0.287 / -0.288 hartree
* 2S+1: 1
* orbital gap (alpha / beta): 7.55 / 7.56 eV
* electronic energy: -37391.3465 eV
* ΔE to the lowest compared entry with this formula, charge and spin: 78.0 kcal per mole

Results of the natural (NBO) charge analysis, in e, for atoms 1 through 8: 0.9895, 0.2474, -0.2785, 0.2359, -0.0147, -0.7397, -0.8654, 0.2512

***

(5)
A 12-piece molecular cluster, CH25NO13 overall in a non-equilibrium geometry, computed with ωB97M-V/def2-TZVPD.

Positions of all 40 atoms, in Å:
H  -4.416  2.175  -1.111
O  0.201  3.206  0.736
H  1.668  -2.060  -0.665
H  5.012  -0.578  0.602
H  -0.387  -2.729  -1.286
H  -3.756  -0.503  -0.086
H  2.144  1.889  -1.217
H  0.998  1.750  3.409
O  -3.615  1.933  -0.483
H  3.090  -2.839  -0.325
H  -0.793  -4.796  1.152
O  2.318  2.820  -1.053
O  1.413  -0.218  0.750
O  1.377  0.482  -2.230
H  0.292  -3.624  -2.459
H  -2.772  1.468  -0.800
H  -0.496  0.990  0.606
H  -3.965  -1.803  -0.872
H  -3.120  3.678  0.157
N  -3.500  -1.512  -0.236
O  1.648  1.145  3.138
O  -0.613  -3.287  -2.002
H  3.490  -0.280  0.891
O  -0.841  -4.006  1.515
O  -2.479  4.220  0.640
H  1.950  -0.159  -1.704
H  0.727  3.813  1.129
H  1.628  0.732  2.364
H  0.539  0.444  -1.841
O  0.318  -1.940  -0.051
C  0.369  -0.692  0.265
O  -0.779  0.062  0.354
O  2.670  -2.208  -0.968
H  -2.550  -1.612  -0.485
H  -3.727  -1.987  0.622
H  -1.835  3.480  0.758
O  4.316  0.044  1.014
H  3.332  2.845  -1.131
H  -0.529  -3.440  1.024
H  0.687  3.103  -0.119

* E_LUMO: -1.47 eV
* HOMO energy: -0.364 hartree
* 2S+1: 1
* orbital gap: 8.43 eV
* electronic energy: -29546.6023 eV
* ΔE to the lowest compared entry with this formula, charge and spin: 143.7 kcal per mole

Results of the natural (NBO) charge analysis, in e, for atoms 1 through 8: 0.5232, -0.9850, 0.4904, 0.4663, 0.4823, 0.4605, 0.4948, 0.4699

***

(6)
A 4-piece molecular cluster, C15H19F2NO2 overall in a non-equilibrium geometry, computed with ωB97M-V/def2-TZVPD.

Positions of all 39 atoms, in Å:
H  -3.052  1.109  1.524
H  -2.892  -0.801  -1.462
H  6.223  1.198  -1.334
H  -4.200  1.712  -1.746
H  -4.634  0.423  2.009
C  3.773  3.271  -0.288
H  3.900  -0.233  -1.763
C  2.796  1.183  -0.966
O  -4.277  -1.507  0.634
H  1.969  0.582  -1.059
H  3.578  4.232  0.146
C  -0.746  -2.683  0.458
C  -0.329  -3.966  0.991
F  2.582  -2.793  3.042
C  1.506  -2.813  2.163
C  0.838  -4.067  1.826
O  -1.274  1.574  -0.550
C  0.091  -1.512  0.792
H  -3.844  0.756  -2.914
N  -3.124  -0.096  -1.059
F  6.146  3.462  -0.329
H  -0.291  -0.526  0.388
C  -4.085  0.624  -1.952
H  -5.056  0.043  -1.902
C  -3.910  -0.320  0.243
C  4.044  0.796  -1.451
C  5.143  1.489  -1.213
H  -4.544  1.754  0.827
C  -4.066  0.880  1.207
C  2.625  2.520  -0.495
H  -1.433  -2.536  -0.208
C  5.043  2.851  -0.628
H  -1.029  -4.973  0.938
C  1.107  -1.557  1.620
H  1.088  -4.899  2.450
H  -0.474  2.130  -0.479
H  -2.451  0.576  -0.921
H  1.646  -0.706  1.759
H  1.611  2.823  -0.299

* E_LUMO: -0.51 eV
* HOMO energy: -0.300 hartree
* 2S+1: 1
* orbital gap: 7.66 eV
* electronic energy: -26876.3382 eV
* ΔE to the lowest compared entry with this formula, charge and spin: 167.5 kcal per mole

Results of the natural (NBO) charge analysis, in e, for atoms 1 through 8: 0.2964, 0.3865, 0.2249, 0.2552, 0.2512, -0.3177, 0.2228, -0.2028